(1)
Below is a single C6H12N2O molecule in a non-equilibrium geometry, with properties calculated with the ωB97M-V functional and the def2-TZVPD basis.

Atoms and positions in Å:
C (-1.7238, -0.7740, -0.8251)
C (-0.5876, -1.1573, 0.1090)
C (-0.6708, -0.6753, 1.4587)
C (0.9735, -0.5304, -0.7240)
N (1.1667, -1.3705, -1.7966)
C (1.5368, 0.5415, -0.3150)
C (0.8481, 1.6110, 1.0908)
N (-0.0495, 2.5055, 0.5561)
O (1.6191, 1.9239, 1.9756)
H (-1.4501, -0.9168, -1.8697)
H (-1.9954, 0.2726, -0.6844)
H (-2.6101, -1.3772, -0.6116)
H (-0.3122, -2.2093, 0.0441)
H (-0.0187, 0.4800, 1.4000)
H (0.0146, -1.1154, 2.1782)
H (-1.6462, -0.3931, 1.8470)
H (0.8586, -2.3238, -1.6822)
H (2.0704, -1.3010, -2.2393)
H (2.4655, 1.0553, -0.4602)
H (-0.4908, 2.2925, -0.3251)
H (0.0015, 3.4615, 0.8739)

gap between HOMO and LUMO: 9.28 eV
ΔE to the lowest compared entry with this formula, charge and spin: 92.2 kcal/mol
energy: -420.4369 hartree
charge: 0

These are the Mulliken partial charges, in e, on atoms 1 to 8: atom 1 (C): -1.289, atom 2 (C): 0.102, atom 3 (C): -0.942, atom 4 (C): 0.749, atom 5 (N): -0.474, atom 6 (C): -1.014, atom 7 (C): 0.521, atom 8 (N): -0.394

(2)
Below is a single C6H12N2O molecule in a non-equilibrium geometry, with properties calculated with the ωB97M-V functional and the def2-TZVPD basis.

Atoms and positions in Å:
C (1.8423, 1.0736, 0.6626)
C (1.1906, 0.0633, -0.2568)
N (2.1200, -0.6918, -1.0496)
C (-0.0882, 0.5046, -0.8052)
O (-1.1404, 1.3121, -0.2597)
C (-2.2534, 0.3630, -0.1143)
C (-1.5744, -1.0589, -0.2801)
C (-0.1484, -0.7363, 0.1458)
N (-0.1280, -0.8109, 1.6577)
H (1.1100, 1.6482, 1.2457)
H (2.5381, 0.5755, 1.3693)
H (2.4521, 1.7757, 0.0670)
H (2.7270, -1.1751, -0.3778)
H (1.6125, -1.4515, -1.5163)
H (-0.1317, 0.2449, -1.8905)
H (-2.9819, 0.5845, -0.9037)
H (-2.6717, 0.5912, 0.8739)
H (-2.1011, -1.8207, 0.2963)
H (-1.6533, -1.2532, -1.3656)
H (-0.3420, 0.1406, 1.9500)
H (0.8104, -1.0930, 1.9613)

gap between HOMO and LUMO: 8.36 eV
ΔE to the lowest compared entry with this formula, charge and spin: 127.9 kcal/mol
energy: -420.3801 hartree
charge: 0

These are the Mulliken partial charges, in e, on atoms 1 to 8: atom 1 (C): -1.478, atom 2 (C): 0.951, atom 3 (N): -0.714, atom 4 (C): -0.252, atom 5 (O): -0.474, atom 6 (C): -0.501, atom 7 (C): -0.684, atom 8 (C): 0.000

(3)
Below is a 2-piece molecular cluster, C6H12N2O overall in a non-equilibrium geometry, with properties calculated with the ωB97M-V functional and the def2-TZVPD basis.

Atoms and positions in Å:
C (-1.2870, 0.2494, 0.2542)
C (1.1996, 1.2782, -1.0776)
C (0.4734, -1.8594, -0.7647)
C (0.6730, 1.5465, 0.2894)
N (-2.0330, -0.4819, 1.2284)
C (1.5301, 0.3256, 0.0154)
C (0.6003, -0.7710, 0.2654)
O (-1.7248, 0.0030, -1.0379)
N (0.8452, 2.3443, 1.2822)
H (-2.1706, -0.8548, -1.0569)
H (-1.5513, 1.2930, 0.4264)
H (-1.7273, -0.1903, 2.1523)
H (-1.8732, -1.4804, 1.1477)
H (-0.0046, 2.8975, 1.4376)
H (1.9759, 1.9703, -1.3845)
H (0.4950, 1.0058, -1.8548)
H (2.5089, 0.3386, 0.4838)
H (0.6872, -1.1410, 1.2875)
H (-0.3333, -2.5615, -0.5267)
H (1.3987, -2.4505, -0.7983)
H (0.3177, -1.4613, -1.7689)

gap between HOMO and LUMO: 8.41 eV
ΔE to the lowest compared entry with this formula, charge and spin: 138.5 kcal/mol
energy: -420.3633 hartree
charge: 0

These are the Mulliken partial charges, in e, on atoms 1 to 8: atom 1 (C): -0.452, atom 2 (C): -0.722, atom 3 (C): -1.308, atom 4 (C): 0.730, atom 5 (N): -0.732, atom 6 (C): -0.281, atom 7 (C): 0.131, atom 8 (O): -0.515

(4)
Below is a 3-piece molecular cluster, C6H12N2O overall in a non-equilibrium geometry, with properties calculated with the ωB97M-V functional and the def2-TZVPD basis.

Atoms and positions in Å:
C (2.0758, 1.7476, 1.0790)
C (-1.6123, -0.3689, 1.2623)
N (0.6545, 1.6699, 0.8224)
C (-0.4952, -2.0527, -0.9333)
C (-0.5496, -0.3406, 0.2673)
N (0.2487, 2.7885, 0.1082)
C (0.4905, -0.0043, -0.3166)
C (-0.8316, -2.0744, -2.2189)
O (-0.3457, -3.1309, -0.1279)
H (-0.5045, -3.9549, -0.6230)
H (-0.7622, 2.8442, 0.0919)
H (0.6126, 2.8169, -0.8490)
H (1.2508, 0.0355, -1.0651)
H (2.3012, 2.6453, 1.6669)
H (2.6865, 1.7945, 0.1590)
H (2.3780, 0.8734, 1.6545)
H (-2.5678, -0.0922, 0.8135)
H (-1.6953, -1.3723, 1.6810)
H (-1.3713, 0.3386, 2.0569)
H (-0.9320, -1.1569, -2.7791)
H (-1.0312, -3.0062, -2.7499)

gap between HOMO and LUMO: 7.54 eV
ΔE to the lowest compared entry with this formula, charge and spin: 182.0 kcal/mol
energy: -420.2938 hartree
charge: 0

These are the Mulliken partial charges, in e, on atoms 1 to 8: atom 1 (C): -0.907, atom 2 (C): -1.252, atom 3 (N): -0.119, atom 4 (C): 0.462, atom 5 (C): 0.244, atom 6 (N): -0.628, atom 7 (C): -0.014, atom 8 (C): -0.981

(5)
Below is a single C6H12N2O molecule in a non-equilibrium geometry, with properties calculated with the ωB97M-V functional and the def2-TZVPD basis.

Atoms and positions in Å:
C (-2.7972, -1.2217, -0.3227)
C (-1.9915, -0.5067, 0.6699)
C (-0.8211, 0.2599, 0.2877)
C (0.2834, -0.5377, -0.2820)
C (1.5524, -0.1922, 0.2877)
N (2.6745, -0.7721, -0.1409)
O (3.8815, -0.5531, 0.3849)
N (-0.9316, 1.5848, 0.2318)
C (0.3443, 2.3098, -0.2284)
H (-3.6769, -1.6455, 0.3201)
H (-3.2805, -0.5102, -0.8984)
H (-2.3119, -2.1733, -0.7330)
H (-1.6478, -1.2670, 1.3806)
H (-2.6322, 0.2069, 1.3167)
H (0.2211, -1.4778, -0.8687)
H (1.9574, 0.7311, 0.5944)
H (2.7429, -1.7526, -0.5967)
H (4.5211, 0.0662, -0.1934)
H (0.0820, 3.4432, -0.5261)
H (0.6159, 1.6049, -1.1935)
H (1.2142, 2.4029, 0.5098)

gap between HOMO and LUMO: 8.34 eV
ΔE to the lowest compared entry with this formula, charge and spin: 142.3 kcal/mol
energy: -420.3571 hartree
charge: 0

These are the Mulliken partial charges, in e, on atoms 1 to 8: atom 1 (C): -1.053, atom 2 (C): -0.690, atom 3 (C): 1.119, atom 4 (C): -0.844, atom 5 (C): 0.017, atom 6 (N): -0.082, atom 7 (O): -0.478, atom 8 (N): -0.660

(6)
Below is a single C6H12N2O molecule in a non-equilibrium geometry, with properties calculated with the ωB97M-V functional and the def2-TZVPD basis.

Atoms and positions in Å:
C (2.3230, -0.7764, 1.0491)
C (1.8848, -1.0621, -0.4921)
N (0.7622, -0.6223, -1.1127)
N (-0.1117, -0.2376, -0.1671)
C (0.1195, 1.0808, 0.5399)
C (0.9630, 2.0318, -0.4021)
C (-1.2308, 0.7763, -0.0975)
C (-2.4533, 0.0238, 0.5802)
O (-2.3101, -1.2457, -0.1737)
H (1.5975, -1.0256, 1.7601)
H (2.3939, 0.4554, 1.2583)
H (3.3503, -1.1657, 1.1497)
H (2.4340, -1.7531, -1.1070)
H (0.4442, 0.7889, 1.5958)
H (1.9721, 1.8108, 0.0207)
H (0.4191, 3.0802, -0.5780)
H (0.7239, 1.5184, -1.4290)
H (-1.8318, 0.9005, -1.1301)
H (-2.3485, -0.0022, 1.6549)
H (-3.4928, 0.4233, 0.5765)
H (-1.3727, -1.4904, -0.4895)

gap between HOMO and LUMO: 9.24 eV
ΔE to the lowest compared entry with this formula, charge and spin: 176.0 kcal/mol
energy: -420.3035 hartree
charge: 0

These are the Mulliken partial charges, in e, on atoms 1 to 8: atom 1 (C): -0.990, atom 2 (C): 0.046, atom 3 (N): -0.831, atom 4 (N): 0.205, atom 5 (C): -0.257, atom 6 (C): -1.030, atom 7 (C): 0.080, atom 8 (C): -0.528